{"formula": "C8H13ClO4Pd", "method": "the ωB97M-V functional and the def2-TZVPD basis", "orbital_gap_ev": [6.52, 8.10], "homo_ev": [-6.54, -10.20], "relative_energy_kj_mol": 273.2, "e_tot_ev": -32684.9791, "spin_multiplicity": 3, "symbols": ["C", "C", "C", "H", "C", "H", "H", "H", "C", "H", "H", "C", "H", "H", "C", "H", "H", "C", "H", "H", "Pd", "H", "O", "Cl", "O", "O", "O"], "positions_angstrom": [[0.52298, -1.95536, -3.15858], [-1.67337, 0.10181, -3.48536], [-0.72178, -2.48418, -3.05423], [1.23204, -1.95286, -2.32907], [-2.44379, -0.45985, -2.40322], [-2.03167, 1.09889, -3.75098], [-1.42253, -2.31426, -3.87879], [-3.21327, 0.25013, -2.06697], [-1.44050, -2.75348, -1.76510], [-0.95539, -2.41060, -0.85525], [-1.68167, -3.84371, -1.64190], [0.60780, -0.92881, -4.23260], [1.10146, -1.39416, -5.09527], [1.23917, -0.09793, -3.92870], [-0.80702, -0.38617, -4.61290], [-1.33790, -1.03394, -5.31302], [-0.60934, 0.49455, -5.23158], [-2.74454, -1.89495, -2.01194], [-3.33794, -2.39426, -2.80864], [-3.37216, -1.81334, -1.09202], [-0.83591, 0.23810, -1.75243], [0.06104, -3.20855, -3.50859], [0.45195, 1.98611, 1.30277], [-0.74255, 1.26405, 0.98641], [-1.60679, 1.08619, 2.11352], [-1.46474, 1.91655, -0.13730], [-0.37002, -0.10819, 0.41680]], "lowdin_charge": [-0.22, -0.30, -0.29, 0.13, -0.31, 0.10, 0.12, 0.12, -0.15, 0.09, 0.13, -0.19, 0.11, 0.11, -0.21, 0.12, 0.11, -0.17, 0.13, 0.12, 1.04, 0.17, -0.30, 0.72, -0.29, -0.41, -0.46]}

***

{"formula": "C2H4IN", "method": "the ωB97M-V functional and the def2-TZVPD basis", "orbital_gap_ev": 7.12, "homo_ev": -8.32, "relative_energy_kj_mol": 140.5, "e_tot_ev": -11727.5531, "spin_multiplicity": 1, "symbols": ["C", "C", "N", "I", "H", "H", "H", "H"], "positions_angstrom": [[0.65133, 0.02313, 0.56883], [-0.56011, -0.09902, -0.22226], [1.81999, 0.28002, 0.53494], [-0.24399, -1.33550, 3.09845], [-0.40889, -0.69585, -1.09860], [-0.93969, 0.74788, -0.74154], [-1.23053, -0.74178, 0.42693], [2.52665, -0.11217, 1.10387]], "nbo_charge": [0.63, -0.80, -0.56, -0.58, 0.27, 0.28, 0.31, 0.44]}

***

{"formula": "C28H47N2OPPdS3", "method": "the ωB97M-V functional and the def2-TZVPD basis", "orbital_gap_ev": 7.25, "homo_ev": -7.32, "relative_energy_kj_mol": 0.0, "e_tot_ev": -80102.3877, "spin_multiplicity": 1, "symbols": ["Pd", "S", "C", "C", "N", "C", "S", "C", "N", "C", "C", "C", "C", "C", "C", "P", "C", "C", "C", "C", "C", "C", "C", "C", "C", "C", "C", "C", "H", "H", "H", "H", "H", "H", "H", "H", "H", "H", "H", "H", "H", "H", "H", "H", "H", "H", "H", "H", "H", "H", "H", "H", "H", "H", "H", "H", "H", "H", "H", "H", "H", "C", "C", "C", "S", "O", "C", "C", "C", "H", "H", "H", "H", "H", "H", "H", "H", "H", "H", "H", "H", "H", "H"], "positions_angstrom": [[0.07296, 0.27878, 0.26995], [-2.10656, -0.49191, 0.41396], [-2.90277, 0.78556, 1.27250], [-4.30530, 0.63119, 1.49796], [-5.43403, 0.47904, 1.65908], [-2.23259, 1.87362, 1.71007], [-0.53603, 2.10943, 1.37397], [-2.85815, 2.91433, 2.45851], [-3.35688, 3.76721, 3.04830], [3.86888, 4.06909, 3.27994], [3.51260, 4.51851, 1.85406], [2.61520, 3.49667, 1.13919], [3.00033, 2.07955, 1.57846], [2.65546, 1.87222, 3.06801], [2.76819, 3.18598, 3.85612], [2.32633, 0.73036, 0.52018], [3.21222, 0.83774, -1.09519], [2.45310, 1.73833, -2.08192], [3.24902, 1.87497, -3.37475], [4.57985, 2.61556, -3.13447], [5.00564, 2.55508, -1.66426], [4.72353, 1.17978, -1.06681], [2.91765, -0.87254, 1.22137], [4.42729, -0.96650, 1.51764], [4.74187, -2.15739, 2.43876], [3.77983, -3.30766, 2.16368], [2.34910, -2.90778, 2.56221], [2.11565, -1.39580, 2.42017], [4.04652, 4.93797, 3.91504], [4.80575, 3.50180, 3.27304], [4.42803, 4.68067, 1.27790], [2.99179, 5.47779, 1.88555], [2.69990, 3.62490, 0.06006], [1.57128, 3.67849, 1.38912], [4.08850, 2.00382, 1.46858], [3.33424, 1.12830, 3.49123], [1.64184, 1.47674, 3.16514], [2.96486, 2.96286, 4.90601], [1.81349, 3.71797, 3.82773], [3.09619, -0.18679, -1.46850], [2.26555, 2.72894, -1.65955], [1.47016, 1.30860, -2.26047], [2.65660, 2.39353, -4.13101], [3.44339, 0.87235, -3.77125], [4.49457, 3.65770, -3.44785], [5.36233, 2.17197, -3.75465], [4.47413, 3.31649, -1.08714], [6.06669, 2.79320, -1.56958], [5.13462, 1.12104, -0.05967], [5.26453, 0.42777, -1.64948], [2.68300, -1.54255, 0.38424], [4.78722, -0.04547, 1.98410], [4.97489, -1.07738, 0.57853], [4.64577, -1.85625, 3.48599], [5.78023, -2.46375, 2.30128], [4.08343, -4.21092, 2.69468], [3.82151, -3.55260, 1.09731], [2.15669, -3.19877, 3.59722], [1.62544, -3.44895, 1.94813], [2.43538, -0.88105, 3.32666], [1.04980, -1.19044, 2.30756], [-1.64242, -4.88324, -2.55261], [-0.63266, -4.18682, -3.45809], [0.36731, -3.32487, -2.69151], [-0.41339, -1.90589, -1.89967], [0.70353, -1.40225, -0.97800], [-0.42927, -0.80867, -3.33610], [-1.28646, 0.43677, -3.14779], [-2.77288, 0.12623, -3.04528], [-2.28734, -5.54364, -3.13105], [-2.28018, -4.16782, -2.03220], [-1.13550, -5.48620, -1.79720], [-1.15144, -3.58612, -4.21005], [-0.05925, -4.92834, -4.01839], [1.18558, -2.95756, -3.31352], [0.79291, -3.88130, -1.85407], [-0.81147, -1.41164, -4.16480], [0.62324, -0.58650, -3.53133], [-1.09365, 1.08317, -4.00890], [-0.95298, 0.99076, -2.26638], [-3.12563, -0.40916, -3.93018], [-3.35015, 1.04575, -2.95573], [-2.98788, -0.47761, -2.16217]], "lowdin_charge": [0.29, 0.61, -0.73, -0.28, 0.16, -0.71, 0.66, -0.28, 0.16, -0.20, -0.18, -0.22, -0.43, -0.21, -0.19, 1.00, -0.40, -0.22, -0.19, -0.19, -0.20, -0.19, -0.43, -0.19, -0.19, -0.20, -0.18, -0.21, 0.11, 0.11, 0.10, 0.11, 0.08, 0.06, 0.10, 0.10, 0.08, 0.11, 0.12, 0.10, 0.10, 0.08, 0.11, 0.11, 0.11, 0.11, 0.09, 0.11, 0.08, 0.12, 0.09, 0.10, 0.11, 0.11, 0.11, 0.11, 0.11, 0.11, 0.11, 0.10, 0.09, -0.11, -0.29, -0.34, 0.92, -0.65, -0.33, -0.31, -0.12, 0.08, 0.07, 0.08, 0.10, 0.11, 0.10, 0.10, 0.09, 0.09, 0.12, 0.07, 0.08, 0.08, 0.02]}